9
Properties=species:S:1:pos:R:3:forces:R:3:mulliken_charge:R:1 method="wB97M-V/def2-TZVPD" e_lumo_ev="0.03 / -2.87" e_tot_ev=-89797.6332 homo_ev="-6.36 / -10.23" orbital_gap_ha="0.2350 / 0.2705" s2=2.012 multiplicity=3 fmax_ha_per_bohr=0.0804
C -1.4240 -0.2389 0.5120 -1.138 -0.968 0.034 0.05
C 0.7307 0.4233 -1.0669 -0.690 0.590 1.339 0.03
C 0.6948 -0.2312 0.2444 4.006 0.852 -0.563 0.12
O -2.1250 0.5070 -0.0318 -0.946 0.792 -0.236 -0.31
O 1.0925 -0.0981 -2.0853 0.424 -0.825 -0.973 -0.47
Cl 1.3856 -1.7894 0.4408 -0.662 0.634 -0.071 -0.09
Br 0.8883 0.9824 1.7378 -0.318 -0.674 -0.508 0.01
H -1.5407 -0.9967 1.2828 -0.929 -0.390 0.947 0.34
H 0.2977 1.4415 -1.0338 0.253 -0.011 0.033 0.33